(1)
# C34H50AuBIN6O2

A molecular structure, C34H50AuBIN6O2 (ωB97M-V/def2-TZVPD, OMol25).

Output
- HOMO-LUMO gap (spin up / spin down) (eV) = 8.71 / 4.64
- total charge = +1
- multiplicity = 3
- energy above the lowest of the compared OMol25 structures with the same formula, charge and spin (eV) = 0.0000
- expectation value of S² = 2.013

Geometry (Å):
Au  -0.544  0.475  1.770
C  -2.026  2.763  3.185
C  -2.456  3.504  1.923
C  -3.971  3.391  1.718
C  -1.752  3.074  0.667
C  -1.477  3.859  -0.452
C  -0.875  3.029  -1.380
C  -0.274  3.463  -2.692
C  -0.984  2.944  -3.943
C  1.231  3.184  -2.746
N  -0.823  1.792  -0.845
N  -1.356  1.824  0.415
B  -0.296  0.463  -1.402
N  -1.185  -0.691  -0.923
N  -1.196  -1.075  0.392
C  -2.166  -1.979  0.556
C  -2.759  -2.214  -0.685
C  -2.148  -1.373  -1.591
C  -2.625  -1.158  -3.005
C  -1.624  -1.427  -4.128
C  -3.285  0.219  -3.126
C  -2.571  -2.648  1.840
C  -2.795  -1.687  3.007
C  -1.610  -3.784  2.193
N  1.222  0.312  -0.854
N  1.567  1.077  0.114
C  2.946  0.916  0.342
C  3.442  0.035  -0.601
C  2.363  -0.377  -1.358
C  2.376  -1.353  -2.477
C  1.325  -2.455  -2.323
C  2.270  -0.626  -3.831
C  3.606  1.639  1.456
C  2.692  2.662  2.126
C  4.150  0.630  2.486
H  -2.494  3.218  4.058
H  -0.945  2.801  3.343
H  -2.355  1.719  3.173
H  -2.206  4.560  2.050
H  -4.257  2.347  1.577
H  -4.298  3.955  0.844
H  -4.499  3.774  2.591
H  -1.685  4.909  -0.571
H  -0.400  4.548  -2.684
H  -0.845  1.871  -4.077
H  -0.575  3.443  -4.821
H  -2.054  3.149  -3.908
H  1.434  2.112  -2.794
H  1.744  3.597  -1.876
H  1.659  3.636  -3.641
H  -0.237  0.478  -2.585
H  -3.569  -2.894  -0.888
H  -3.416  -1.904  -3.118
H  -0.820  -0.694  -4.157
H  -2.146  -1.376  -5.084
H  -1.185  -2.422  -4.043
H  -2.578  1.019  -2.912
H  -4.117  0.311  -2.427
H  -3.668  0.366  -4.136
H  -3.540  -3.097  1.607
H  -1.865  -1.291  3.412
H  -3.283  -2.220  3.824
H  -3.441  -0.856  2.717
H  -0.610  -3.404  2.394
H  -1.540  -4.506  1.378
H  -1.959  -4.305  3.085
H  4.457  -0.304  -0.729
H  3.366  -1.813  -2.431
H  0.318  -2.049  -2.322
H  1.469  -3.020  -1.401
H  1.412  -3.143  -3.163
H  1.294  -0.160  -3.956
H  2.406  -1.354  -4.629
H  3.039  0.140  -3.932
H  4.465  2.154  1.009
H  1.888  2.158  2.666
H  2.253  3.357  1.410
H  3.268  3.235  2.852
H  3.325  0.133  2.997
H  4.744  1.163  3.227
H  4.778  -0.131  2.022
I  4.316  -5.556  0.811
C  3.120  -4.192  1.832
C  2.665  -4.479  3.112
C  1.871  -3.559  3.777
C  1.521  -2.354  3.175
C  1.984  -2.085  1.895
C  2.785  -2.993  1.222
C  0.653  -1.396  3.946
O  0.251  -1.679  5.048
O  0.404  -0.221  3.388
H  2.929  -5.413  3.589
H  1.507  -3.763  4.775
H  1.710  -1.155  1.419
H  3.158  -2.772  0.230

***

(2)
# C30H48CdNP2S3

A molecular structure, C30H48CdNP2S3 (ωB97M-V/def2-TZVPD, OMol25).

Output
- HOMO-LUMO gap (eV) = 7.49
- total charge = +1

Geometry (Å):
Cd  -0.429  -0.695  -0.082
C  -3.828  -0.149  2.147
C  -2.712  -0.127  3.188
C  -2.983  0.985  4.200
P  -1.036  -0.099  2.375
C  0.057  -1.007  3.570
C  -0.173  -0.758  5.060
C  1.527  -0.809  3.207
C  -0.472  1.622  2.198
C  -0.317  2.409  3.353
C  0.122  3.713  3.318
C  0.418  4.273  2.075
C  0.304  3.535  0.920
C  -0.121  2.184  0.926
N  -0.097  1.420  -0.213
C  0.580  1.820  -1.385
C  0.170  2.903  -2.164
C  0.831  3.228  -3.341
C  1.914  2.473  -3.774
C  2.331  1.390  -3.016
C  1.682  1.049  -1.830
P  2.159  -0.391  -0.809
C  3.036  -1.622  -1.869
C  3.455  -2.779  -0.952
C  2.192  -2.152  -3.021
C  3.530  0.262  0.258
C  3.077  1.501  1.029
C  4.799  0.580  -0.528
H  -4.800  -0.186  2.644
H  -3.805  0.741  1.520
H  -3.752  -1.023  1.500
H  -2.715  -1.088  3.709
H  -2.928  1.967  3.731
H  -3.996  0.855  4.589
H  -2.302  0.970  5.051
H  -0.197  -2.051  3.366
H  0.117  0.252  5.354
H  -1.206  -0.927  5.364
H  0.451  -1.450  5.631
H  1.848  0.208  3.434
H  2.147  -1.500  3.783
H  1.716  -0.995  2.147
H  -0.539  1.972  4.316
H  0.228  4.285  4.230
H  0.760  5.300  2.013
H  0.581  3.987  -0.022
H  -0.679  3.492  -1.828
H  0.497  4.077  -3.927
H  2.431  2.730  -4.691
H  3.178  0.802  -3.354
H  3.934  -1.154  -2.274
H  2.581  -3.228  -0.471
H  3.953  -3.557  -1.535
H  4.145  -2.461  -0.169
H  1.298  -2.639  -2.624
H  1.875  -1.373  -3.712
H  2.760  -2.901  -3.581
H  3.742  -0.541  0.970
H  2.925  2.340  0.347
H  2.151  1.348  1.576
H  3.851  1.789  1.745
H  4.600  1.314  -1.314
H  5.531  1.021  0.154
H  5.263  -0.299  -0.974
C  -2.263  0.436  -3.595
C  -3.582  0.092  -2.897
S  -3.461  -0.390  -1.156
C  -3.938  -2.147  -1.208
C  -3.013  -3.095  -0.448
S  -1.274  -3.137  -0.942
C  -1.347  -3.429  -2.725
C  -1.594  -2.267  -3.711
S  -0.865  -0.657  -3.295
H  -1.890  1.404  -3.265
H  -2.432  0.499  -4.670
H  -4.115  -0.699  -3.420
H  -4.227  0.968  -2.924
H  -4.014  -2.450  -2.251
H  -4.933  -2.227  -0.772
H  -3.398  -4.112  -0.533
H  -2.978  -2.846  0.613
H  -2.112  -4.195  -2.861
H  -0.392  -3.899  -2.942
H  -2.660  -2.119  -3.861
H  -1.172  -2.561  -4.671

***

What is the total charge in the second record?
+1